{"formula": "C17H40N3NbO", "method": "the ωB97M-V functional and the def2-TZVPD basis", "species": ["C", "N", "C", "C", "O", "C", "Nb", "C", "C", "N", "H", "H", "H", "H", "H", "H", "H", "H", "H", "H", "H", "H", "H", "H", "H", "H", "C", "C", "C", "C", "N", "C", "C", "C", "C", "C", "C", "C", "H", "H", "H", "H", "H", "H", "H", "H", "H", "H", "H", "H", "H", "H", "H", "H", "H", "H", "H", "H", "H", "H", "H", "H"], "positions_angstrom": [[-3.7897, -1.0634, 3.6923], [-2.7187, -1.3640, 2.7448], [-2.2154, -0.1404, 2.0987], [-3.2381, -2.2757, 1.7231], [-3.9793, -1.8567, 0.8518], [-2.7804, -3.6762, 1.8530], [-1.7640, -4.5610, 0.0275], [0.3668, -4.5955, 0.8424], [0.5001, -4.9117, 2.2833], [-0.0308, -5.8739, 2.9196], [-3.6127, -0.1093, 4.1739], [-4.7568, -0.9949, 3.1902], [-3.8613, -1.8204, 4.4666], [-1.2705, 0.1370, 2.5633], [-2.0660, -0.3199, 1.0408], [-2.9024, 0.6974, 2.2129], [-3.6856, -4.2753, 1.9857], [-2.1863, -3.7796, 2.7563], [-2.0322, -6.3460, 0.4177], [-3.3349, -4.4514, -0.8915], [-1.4303, -2.8377, -0.5675], [-1.0768, -4.9974, -1.6101], [0.8943, -5.3691, 0.2802], [0.8540, -3.6601, 0.5758], [1.1333, -4.2448, 2.8686], [-0.6020, -6.4301, 2.2765], [0.0203, 3.5756, 1.4687], [-0.0592, 2.3037, 0.6257], [1.2925, 1.6017, 0.4784], [2.3445, 2.2352, -0.4185], [2.1373, 2.1751, -1.9157], [1.3181, 3.3297, -2.4256], [2.2484, 4.5387, -2.3844], [3.6759, 3.9644, -2.4885], [3.4795, 2.4555, -2.5673], [1.6502, 0.8214, -2.3890], [0.1315, 0.6161, -2.4086], [-0.2869, -0.6762, -1.7130], [0.7245, 4.3023, 1.0528], [-0.9545, 4.0581, 1.5244], [0.3318, 3.3464, 2.4881], [-0.5057, 2.5432, -0.3390], [-0.7491, 1.6055, 1.1018], [1.1529, 0.5571, 0.2002], [1.7497, 1.5617, 1.4709], [3.2852, 1.7140, -0.2469], [2.4989, 3.2821, -0.1601], [1.0273, 3.0757, -3.4434], [0.4330, 3.4612, -1.8150], [2.1271, 5.0871, -1.4519], [2.0134, 5.2331, -3.1869], [4.2720, 4.2416, -1.6208], [4.2067, 4.3260, -3.3655], [4.2462, 1.8697, -2.0698], [3.3971, 2.1354, -3.6021], [2.1578, 0.0836, -1.7692], [2.0305, 0.7071, -3.4006], [-0.1943, 0.5714, -3.4490], [-0.4062, 1.4538, -1.9710], [0.2932, -1.5329, -2.0550], [-1.3345, -0.8984, -1.8979], [-0.1696, -0.6058, -0.6321]], "atomic_forces_ev_per_a": [[-0.127, -0.172, 0.048], [0.265, 0.447, -0.588], [-0.185, -0.305, 0.434], [-0.284, -0.251, -0.406], [0.322, -0.056, 0.584], [-0.680, 1.141, -0.012], [-0.150, -0.445, 2.312], [0.299, 0.000, -0.622], [-0.202, 0.134, -0.057], [0.045, -0.199, 0.065], [0.213, 0.131, 0.157], [-0.165, 0.083, -0.094], [0.046, -0.202, 0.092], [0.187, 0.058, 0.093], [0.083, -0.005, -0.209], [-0.166, 0.177, -0.151], [-0.037, -0.416, -0.422], [0.312, -0.176, 0.005], [0.073, -0.397, -0.395], [0.305, 0.036, -0.488], [0.080, -0.241, -0.339], [-0.275, 0.532, -0.066], [-0.065, -0.168, -0.185], [0.186, 0.157, 0.105], [0.007, 0.184, 0.165], [-0.045, -0.056, 0.034], [-0.036, -0.060, -0.105], [0.025, 0.196, 0.175], [-0.259, -0.099, -0.082], [0.010, -0.056, 0.335], [0.400, 0.006, -0.340], [-0.071, 0.116, 0.051], [0.070, 0.039, 0.077], [0.030, 0.042, 0.136], [-0.003, 0.171, 0.005], [-0.204, 0.057, -0.009], [-0.102, -0.270, 0.013], [-0.050, 0.132, -0.002], [0.000, 0.016, 0.025], [0.000, 0.037, 0.006], [0.055, 0.006, 0.006], [-0.018, -0.072, 0.003], [0.072, 0.057, -0.075], [0.022, 0.055, -0.041], [0.078, 0.031, -0.009], [0.015, -0.005, 0.005], [-0.005, 0.024, -0.067], [-0.046, -0.021, -0.010], [-0.034, -0.084, -0.054], [-0.042, 0.016, -0.003], [-0.023, -0.040, -0.051], [-0.006, -0.004, 0.011], [0.002, -0.040, -0.036], [0.008, -0.077, -0.044], [-0.023, -0.039, -0.024], [-0.043, -0.012, 0.068], [0.097, 0.030, -0.003], [0.044, 0.066, -0.024], [0.079, 0.012, 0.045], [-0.046, -0.036, -0.032], [-0.005, -0.063, 0.005], [-0.033, -0.118, -0.016]], "homo_ev": -6.97, "spin_multiplicity": 1, "homo_lumo_gap_ev": 6.27, "lumo_ev": -0.699}